# 1
This record from OMol25 describes the ion C4H11N2 with charge +1 at a distorted geometry. The level of theory is ωB97M-V with the def2-TZVPD basis set.

Values from the calculation:
Orbital gap in eV: 9.803
2S+1: 1
Highest occupied orbital energy in eV: -13.4
SMILES string: CC/C([NH3+])=C/N
Total charge: +1
Relative energy (zero: lowest compared OMol25 entry of this formula, charge and spin) in kcal/mol: 54.03

Bonds (Å) are listed after each position.
CARTESIAN COORDINATES (ANGSTROEM)
1 C 1.1142 0.2085 -1.8603  C2 1.617, H7 1.099, H8 1.123, H9 1.081
2 C 1.3987 -0.3590 -0.3732  C1 1.617, C3 1.533, H10 1.127, H11 1.107
3 C 0.1216 -0.0964 0.4341  C2 1.533, N4 1.489, C5 1.412
4 N -0.2747 1.2969 0.7768  C3 1.489, H12 1.034, H13 1.005, H14 1.050
5 C -0.9058 -1.0553 0.5756  C3 1.412, N6 1.420, H15 1.037
6 N -2.1232 -0.7055 1.2185  C5 1.420, H16 1.022, H17 1.020
7 H 0.3274 -0.3390 -2.3990  C1 1.099
8 H 2.0384 0.3889 -2.4729  C1 1.123
9 H 0.7409 1.2063 -1.6796  C1 1.081
10 H 1.5873 -1.4669 -0.4593  C2 1.127
11 H 2.3713 -0.0101 0.0231  C2 1.107
12 H -0.0984 2.1220 0.1797  N4 1.034
13 H -1.2736 1.3756 0.8588  N4 1.005
14 H 0.2347 1.5634 1.6551  N4 1.050
15 H -0.5892 -2.0067 0.3123  C5 1.037
16 H -2.6255 -1.5650 0.9858  N6 1.022
17 H -2.0441 -0.5579 2.2245  N6 1.020

---

# 2
This record from OMol25 describes a cluster of 2 separate species, C10H22NO9S2 in total. The level of theory is ωB97M-V with the def2-TZVPD basis set.

Values from the calculation:
Orbital gap in eV: 8.184
2S+1: 1
Highest occupied orbital energy in eV: -5.8
Total charge: -1

Bonds (Å) are listed after each position.
CARTESIAN COORDINATES (ANGSTROEM)
1 O -4.4824 2.9978 1.6890  S2 1.448
2 S -4.2854 2.1255 0.5497  O1 1.448, O3 1.450, C4 1.800, N7 1.596
3 O -5.1807 2.2600 -0.5824  S2 1.450
4 C -4.6364 0.4886 1.2102  S2 1.800, C5 1.528, H16 1.093, H17 1.091
5 C -4.8902 -0.6322 0.2031  C4 1.528, O6 1.438, H18 1.086, H19 1.097
6 O -6.2379 -1.0905 0.4044  C5 1.438, H20 0.958
7 N -2.7366 2.2547 0.1853  S2 1.596, S8 1.578
8 S -1.9516 1.5041 -0.9589  N7 1.578, O9 1.451, O10 1.453, C11 1.797
9 O -2.7715 0.9046 -1.9957  S8 1.451
10 O -0.8497 2.3500 -1.3845  S8 1.453
11 C -1.1307 0.1171 -0.1636  S8 1.797, C12 1.530, H21 1.094, H22 1.091
12 C 0.0505 0.5440 0.7110  C11 1.530, C13 1.536, H23 1.091, H24 1.094
13 C 0.4974 -0.5458 1.6964  C12 1.536, C14 1.527, H25 1.098, H26 1.096
14 C -0.0311 -0.3828 3.1192  C13 1.527, O15 1.423, H27 1.098, H28 1.091
15 O -1.3955 0.0119 3.2091  C14 1.423, H29 0.959
16 H -5.5725 0.6531 1.7496  C4 1.093
17 H -3.8690 0.2653 1.9531  C4 1.091
18 H -4.7561 -0.2633 -0.8095  C5 1.086
19 H -4.1980 -1.4679 0.3647  C5 1.097
20 H -6.4923 -1.5811 -0.3783  O6 0.958
21 H -0.7928 -0.4701 -1.0221  C11 1.094
22 H -1.8503 -0.4619 0.4170  C11 1.091
23 H 0.8788 0.8017 0.0496  C12 1.091
24 H -0.2249 1.4593 1.2435  C12 1.094
25 H 0.2292 -1.5378 1.3097  C13 1.098
26 H 1.5916 -0.5446 1.7637  C13 1.096
27 H 0.1015 -1.3271 3.6640  C14 1.098
28 H 0.5339 0.3955 3.6348  C14 1.091
29 H -1.9460 -0.7548 3.0397  O15 0.959
30 C 4.3872 -2.8576 -2.0689  C31 1.513, H37 1.091, H38 1.091, H39 1.089
31 C 5.4927 -2.0071 -1.4833  C30 1.513, O32 1.437, H40 1.089, H41 1.090
32 O 5.4804 -0.6728 -2.0172  C31 1.437, C33 1.336
33 C 4.5590 0.1342 -1.4846  O32 1.336, O34 1.202, O35 1.329
34 O 3.7996 -0.1492 -0.5969  C33 1.202
35 O 4.6200 1.3099 -2.1012  C33 1.329, C36 1.439
36 C 3.6321 2.2559 -1.6554  O35 1.439, H42 1.087, H43 1.088, H44 1.085
37 H 4.4477 -2.8624 -3.1578  C30 1.091
38 H 4.4830 -3.8836 -1.7116  C30 1.091
39 H 3.4098 -2.4797 -1.7737  C30 1.089
40 H 6.4734 -2.3941 -1.7552  C31 1.089
41 H 5.4230 -1.9576 -0.3969  C31 1.090
42 H 3.6827 2.3814 -0.5765  C36 1.087
43 H 2.6334 1.9239 -1.9325  C36 1.088
44 H 3.8747 3.1854 -2.1603  C36 1.085

---

# 3
This record from OMol25 describes a cluster of 2 separate species, CH3FO2 in total at a distorted geometry. The level of theory is ωB97M-V with the def2-TZVPD basis set.

Values from the calculation:
Orbital gap in eV: 9.964
2S+1: 1
Highest occupied orbital energy in eV: -10.9
Relative energy (zero: lowest compared OMol25 entry of this formula, charge and spin) in kcal/mol: 128.93

Bonds (Å) are listed after each position.
CARTESIAN COORDINATES (ANGSTROEM)
1 C 0.5234 -0.1173 0.2355  O3 1.311, H5 1.060, H6 1.029
2 O -0.3722 0.8088 -1.5784  O3 1.394, H7 0.949
3 O 0.6447 0.0047 -1.0647  C1 1.311, O2 1.394
4 F -1.2365 -1.4360 0.2358  no bonds
5 H 1.2720 -0.6774 0.7352  C1 1.060
6 H -0.0849 0.4889 0.8031  C1 1.029
7 H -1.1170 0.4596 -1.1052  O2 0.949

---

# 4
This record from OMol25 describes a cluster of 2 separate species, C4H11N2O2 in total at a distorted geometry. The level of theory is ωB97M-V with the def2-TZVPD basis set.

Values from the calculation:
Orbital gap (spin up / spin down) in eV: 8.686 / 9.642
2S+1: 1
Highest occupied orbital energy (spin up / spin down) in eV: -13.5 / -14.1
Total charge: +1
Relative energy (zero: lowest compared OMol25 entry of this formula, charge and spin) in kcal/mol: 185.40

Bonds (Å) are listed after each position.
CARTESIAN COORDINATES (ANGSTROEM)
1 C 0.2600 0.5844 1.2517  N6 1.447, H9 1.073, H10 1.089, H11 1.100
2 C 1.8030 -0.7337 -0.1262  N6 1.531, H12 1.051, H13 1.110, H14 1.079
3 C 0.4107 1.0236 -1.1103  N6 1.513, H15 1.104, H16 1.104, H17 1.040
4 C -0.6170 -1.0967 -0.2544  N6 1.505, H18 1.073, H19 1.033
5 N -2.8853 0.0367 0.1484  O7 1.180, O8 1.156
6 N 0.4382 -0.0449 -0.0395  C1 1.447, C2 1.531, C3 1.513, C4 1.505
7 O -2.8183 1.1974 0.3516  N5 1.180
8 O -3.6028 -0.8564 -0.0026  N5 1.156
9 H -0.4131 1.4198 1.2887  C1 1.073
10 H -0.1640 -0.0783 2.0052  C1 1.089
11 H 1.2562 0.9043 1.5910  C1 1.100
12 H 1.9352 -1.4097 0.6675  C2 1.051
13 H 1.9982 -1.3021 -1.0595  C2 1.110
14 H 2.7033 -0.1545 0.0088  C2 1.079
15 H 1.1287 0.6808 -1.8759  C3 1.104
16 H -0.6207 1.3399 -1.3467  C3 1.104
17 H 0.8848 1.8743 -0.7441  C3 1.040
18 H -0.8379 -1.8964 0.4253  C4 1.073
19 H -0.8592 -1.4884 -1.1789  C4 1.033